# 1
Density functional theory data (ωB97M-V with the def2-TZVPD basis set) for a molecular structure, C22H33AlBFO9P.

Cartesian coordinates (Å):
C -1.03481 -0.67758 5.63088
O -0.37491 0.08627 4.64904
C 0.80161 0.74106 5.08618
C 1.46743 1.35691 3.87557
C 2.11917 0.31518 2.94563
C 1.72117 0.40587 1.47508
C 0.20386 0.49073 1.25047
C -0.29672 -0.16298 -0.05744
O 0.68077 -0.27092 -1.05374
Al 0.57297 -1.89682 -1.77864
O 0.87527 -2.07937 -3.51336
B 2.07153 -2.61516 -3.79240
O 3.22116 -1.87365 -3.47611
O 2.20902 -3.84311 -4.46626
O -1.10466 -2.07998 -1.20138
C -1.14160 -1.47379 0.04516
C -2.59336 -1.22639 0.48276
C -3.40871 -0.44976 -0.52168
C -4.04436 -1.18222 -1.52185
C -4.83147 -0.57812 -2.48072
C -5.00738 0.79880 -2.44865
C -4.38662 1.53613 -1.45796
C -3.58625 0.93701 -0.48914
C -2.97874 1.82864 0.56497
P -0.53310 -2.82226 1.25909
O -0.67961 -4.21717 0.79510
O -1.41012 -2.64452 2.62156
O 0.95070 -2.46411 1.74536
H -0.48040 -0.69402 6.57321
H -1.14478 -1.70326 5.27269
H -2.03271 -0.27160 5.81289
H 0.55469 1.49483 5.84429
H 1.48410 0.00271 5.53052
H 2.23643 2.04237 4.24257
H 0.73135 1.95759 3.34030
H 1.86756 -0.68473 3.29879
H 3.20535 0.41073 3.02786
H 2.09437 -0.47099 0.95067
H 2.20952 1.26094 1.00267
H -0.33031 0.08078 2.11317
H -0.06817 1.54668 1.17992
H -1.04083 0.53636 -0.46667
H 1.66423 -2.84718 -1.07653
H 3.97060 -2.44944 -3.30281
H 2.79061 -4.44307 -3.99266
H -3.06411 -2.20363 0.59341
H -2.60281 -0.72209 1.44919
H -3.90178 -2.25394 -1.55239
H -5.32017 -1.16416 -3.24784
H -5.63124 1.28721 -3.18666
H -4.52635 2.61044 -1.41395
H -2.06809 2.29506 0.18005
H -3.66774 2.63354 0.81643
H -2.69150 1.28686 1.46310
H -1.66749 -3.53300 2.89691
H 1.31303 -3.23949 2.19428
F 3.83652 5.18875 -3.70091
C 3.44075 3.88783 -3.67161
C 2.81419 3.40819 -2.53995
C 2.41049 2.07909 -2.51931
C 2.64164 1.25718 -3.61415
C 3.27736 1.76838 -4.73637
C 3.68204 3.09751 -4.77564
H 2.64928 4.06595 -1.69671
H 1.91259 1.67228 -1.64717
H 2.33073 0.22518 -3.57976
H 3.46358 1.12656 -5.58762
H 4.17525 3.51885 -5.64179

Atomic forces in eV per Å
0.0121 -0.0995 -0.0520
-0.0044 0.0618 -0.0319
-0.1051 -0.2093 -0.2061
0.3050 0.0865 0.0636
-0.0461 0.1037 0.0251
-0.0783 -0.1892 -0.0963
0.2083 -0.0943 -0.1948
-0.5004 0.8441 -0.4338
0.3253 -0.3839 0.3415
0.2744 0.3214 -0.2223
0.0056 -0.0241 0.0401
-0.1194 0.2805 -0.2238
0.0037 -0.4460 0.2649
-0.1415 -0.0411 0.3631
-0.0505 -0.3195 0.0542
0.6192 -0.5952 0.3199
-0.1591 0.4205 -0.0891
0.0331 -0.0913 -0.0450
0.0149 -0.1042 -0.1449
-0.1347 0.2054 -0.0692
0.0052 -0.0370 -0.0371
-0.0652 0.0613 -0.0371
-0.0926 -0.0537 0.2171
0.1959 -0.0201 -0.2295
-0.3942 -0.0919 -0.3664
0.0409 0.1120 0.1542
0.0812 0.1482 0.1577
-0.0419 0.0923 0.0768
-0.0031 0.0187 0.0368
0.0082 -0.0063 -0.0212
-0.0076 0.0508 0.0596
0.0050 0.0373 0.0321
0.0044 0.0483 0.1417
-0.0552 0.1079 -0.0185
-0.0451 0.0207 0.0167
-0.1078 -0.0615 0.0415
0.0277 -0.0843 -0.0290
0.1031 0.0145 0.0050
-0.0181 0.0814 -0.0111
-0.0182 -0.0254 0.0285
-0.0842 -0.0012 0.2055
-0.0797 -0.0858 0.0870
-0.0853 -0.1896 -0.0206
0.1405 0.1519 -0.2373
0.1078 0.0021 -0.1878
-0.0359 0.0038 0.1509
0.0095 -0.1616 0.0704
0.0710 -0.0366 0.0469
0.0386 -0.0766 -0.0070
0.0099 0.0339 -0.0090
-0.0268 0.0296 -0.0388
-0.0067 0.0229 0.0344
-0.0543 -0.0090 0.1277
-0.0845 0.0653 0.0673
-0.1070 -0.0047 -0.0586
0.1608 0.0004 -0.1370
0.0117 0.0272 -0.0082
-0.0180 -0.0474 0.0026
0.0154 0.0108 -0.0116
0.0046 0.0871 0.1048
-0.0623 0.0589 0.0198
-0.0141 0.0078 0.0586
0.0384 0.0260 -0.0563
-0.0010 0.0166 -0.0049
-0.0275 -0.0860 -0.0593
-0.0083 0.0036 -0.0106
-0.0044 -0.0035 -0.0204
0.0068 0.0148 0.0106

## Properties
Kohn-Sham gap ... 8.137 eV
Multiplicity ... 1
HOMO ... -5.59 eV
Net charge ... -1

Which charges does Löwdin predict for the atoms? In e, they are: -0.110 -0.199 -0.254 -0.175 -0.196 -0.195 -0.131 -0.336 -0.137 0.173 0.084 -0.959 0.112 0.129 -0.111 -0.469 -0.100 -0.160 -0.031 -0.090 -0.102 -0.064 -0.221 -0.043 0.537 -0.286 -0.159 -0.136 0.080 0.073 0.083 0.118 0.122 0.107 0.109 0.093 0.105 0.097 0.109 0.102 0.100 0.121 0.035 0.092 0.083 0.119 0.106 0.118 0.095 0.092 0.104 0.080 0.075 0.069 0.073 0.093 0.024 -0.299 -0.022 -0.051 -0.058 -0.075 -0.037 0.110 0.091 0.081 0.103 0.107

# 2
Density functional theory data (ωB97M-V with the def2-TZVPD basis set) for a molecular structure, C22H33As2CoN4O9P2S.

Cartesian coordinates (Å):
Co 14.98927 10.99388 9.51112
N 20.64867 6.80959 14.20324
C 19.56949 7.60381 13.89122
C 19.60675 8.95451 14.23035
C 18.61419 9.84796 13.84697
C 17.56114 9.39398 13.11795
C 17.49598 8.02917 12.78072
C 18.48741 7.14424 13.13501
S 16.19314 10.36030 12.67585
O 16.28438 11.61695 13.30562
O 14.96003 9.55988 12.88016
N 16.28165 10.67603 11.06676
C 17.55296 10.89357 10.40878
N 18.68698 10.95121 11.05538
C 19.75942 11.00355 10.26208
C 19.73975 11.12147 8.90334
C 18.48998 11.27297 8.36677
N 17.40637 11.06726 9.10178
H 21.35129 7.11434 14.84291
H 20.56226 5.86377 14.05440
H 20.51512 9.28614 14.67973
H 18.67851 10.92602 14.10566
H 16.54722 7.55074 12.43021
H 18.43812 6.07451 12.93092
H 20.75079 11.03079 10.72565
H 20.64294 11.23565 8.24515
H 18.24894 11.53459 7.33096
O 13.03687 12.70797 6.59353
P 14.43821 11.86032 6.71569
O 14.73822 11.10156 5.46340
O 13.97549 11.01950 7.97245
O 15.51449 12.90590 7.02539
P 15.74949 13.78753 8.44350
O 14.85513 15.08596 8.18828
O 17.20072 14.17578 8.48729
O 15.06762 13.08341 9.57064
H 13.01756 13.09393 5.71410
H 15.47153 15.88856 8.12401
C 16.26431 7.57796 9.15619
As 14.54595 8.44519 9.35236
C 13.45025 7.73914 7.91628
C 13.98624 7.35541 10.84938
H 16.17827 6.49845 9.17512
H 16.90743 8.08727 9.90869
H 16.68304 7.94461 8.16119
H 13.60091 6.69244 7.77486
H 13.70516 8.25908 7.02575
H 12.45823 8.10219 8.09071
H 14.22082 6.30021 10.76372
H 12.98330 7.48242 11.07111
H 14.49047 7.80124 11.72144
C 11.92243 10.70393 12.02134
As 13.08922 11.70326 10.92009
C 13.62942 13.10957 12.15923
C 11.82168 12.77434 9.79348
C 10.57033 12.02531 9.51828
C 10.63810 10.85705 8.76570
C 9.54764 10.08485 8.48278
C 8.31899 10.49118 9.01430
C 8.27168 11.60933 9.82956
C 9.41659 12.36657 10.15726
H 11.26961 10.08836 11.46707
H 11.26104 11.26045 12.63710
H 12.54167 10.01927 12.50902
H 12.70718 13.44656 12.72863
H 14.13759 13.87107 11.67510
H 14.33263 12.61598 12.79413
H 12.50335 13.05407 8.95509
H 11.58868 13.68707 10.41379
H 11.58863 10.71128 8.33208
H 9.64929 9.21380 7.94122
H 7.42915 9.83549 8.86348
H 7.35191 12.01260 10.22529
H 9.38898 13.16937 10.85679

Atomic forces in eV per Å
0.7789 -0.0334 1.1909
-0.4044 1.7310 -0.0698
0.5362 0.6095 -0.3166
-0.1993 0.1968 -0.4149
1.0972 1.1727 0.8041
-1.0646 -1.9599 -0.5865
-1.3091 -0.8183 0.2921
0.3290 -0.3210 0.4333
-1.9178 -1.2809 -1.1172
0.2438 1.5614 1.6128
1.8016 1.2294 -0.4723
1.5870 -0.5116 -1.8145
-2.2560 -0.1657 1.3409
0.9971 -0.1488 -0.0525
1.2386 0.2089 1.0338
0.9522 0.5732 -1.6268
-1.4214 -0.1451 -1.0752
-1.1152 -0.0158 -0.1378
0.0310 0.1426 0.2012
-0.0456 -2.2550 -0.2449
0.3108 0.4991 0.5664
-0.0070 -0.9253 -0.2222
0.9487 0.9089 -0.1615
-0.2669 0.2715 -0.1674
-0.4401 -0.1494 0.3145
-0.9710 -0.1962 1.0736
0.5034 -0.1280 0.2645
0.9924 -0.2461 -0.1030
-3.6223 -2.2621 -2.2824
-0.0248 0.7898 1.6856
1.3379 0.4014 -0.8208
1.4557 1.2944 1.8514
2.7720 1.9219 -1.0794
1.0027 1.7619 -0.2976
-1.8137 -0.8705 -0.0390
-0.2317 -1.5023 0.1813
-0.2262 0.2161 -0.2252
-1.2486 -1.7663 0.0345
0.9604 1.9593 -1.5704
0.0117 -0.7526 0.2390
0.5844 1.0795 0.3054
1.6830 0.6134 0.6824
0.2507 -0.0436 0.2598
-0.3027 -0.9776 -0.2125
-0.4390 -0.7483 1.0873
-0.3132 -0.7391 0.1278
0.6221 0.4027 -0.9486
-0.8531 -0.4685 0.3842
0.1230 -0.0680 -0.2920
-2.2174 0.1579 0.1792
0.0184 -0.3834 -0.2786
-0.2078 -0.3486 -0.6170
-0.9936 1.9571 0.0535
-1.9007 -1.5343 1.1266
1.2225 0.8735 0.6505
1.1535 -0.1966 0.2279
-0.0178 0.8845 -0.4534
-0.6279 1.6448 1.5496
-0.6057 -0.8330 0.1471
0.0371 0.8245 0.4775
-1.2022 -1.1998 -1.0213
-0.7405 -0.6588 -1.2172
-0.0732 0.8419 0.8366
0.9288 -0.8369 1.5053
1.1705 -0.3590 -0.7098
0.6618 1.5082 -1.0816
0.3266 -0.0491 0.8455
-1.1108 -0.1026 0.2825
0.4183 -0.8301 -0.6813
0.9650 -0.7253 -0.5959
0.0685 -1.7082 -1.2212
0.6615 0.9041 0.0373
-0.3744 -0.4798 0.0920
-0.2184 0.6030 0.2504

## Properties
Kohn-Sham gap (spin up / spin down) ... 9.039 / 6.251 eV
Multiplicity ... 5
HOMO (spin up / spin down) ... -8.58 / -8.58 eV
Relative energy (zero: lowest compared OMol25 entry of this formula, charge and spin) ... 1.0754 eV

Which charges does Löwdin predict for the atoms? In e, they are: 0.512 0.128 -0.311 -0.021 -0.062 -0.343 -0.064 -0.025 0.598 -0.281 -0.356 -0.179 -0.444 0.163 -0.103 -0.046 -0.101 0.095 0.097 0.062 0.104 0.136 0.114 0.116 0.120 0.131 0.133 -0.134 0.238 -0.282 -0.467 -0.241 0.249 -0.139 -0.294 -0.378 0.076 0.126 -0.288 1.126 -0.250 -0.274 0.029 0.010 0.054 0.031 0.015 0.013 0.041 -0.003 -0.008 -0.248 1.224 -0.224 -0.244 -0.334 -0.066 -0.069 -0.085 -0.077 -0.046 0.019 0.044 -0.010 0.072 0.001 -0.013 0.059 0.099 0.079 0.078 0.114 0.097 0.106

Asked for max |F| across the records above, the calculation gives 1.07, 4.84 eV/Å in order.